The following is a DFT calculation (the ωB97M-V functional and the def2-TZVPD basis) of C22H41Br14N4O4S2 as an isolated structure in a non-equilibrium geometry.

CARTESIAN COORDINATES (ANGSTROEM)
Br  -6.136  5.224  1.415
Br  4.287  -2.156  -2.760
Br  1.797  -8.982  -3.793
Br  -0.832  2.848  -1.579
Br  4.664  -2.889  -8.187
Br  -4.037  0.177  8.345
Br  0.405  -4.593  -3.184
Br  6.118  0.577  -1.112
Br  6.765  -0.329  -6.554
Br  -3.150  7.025  0.214
Br  2.763  -8.429  -0.272
Br  2.767  2.106  -1.719
Br  -5.712  1.301  5.242
Br  0.981  -4.066  -6.798
S  -1.409  -0.868  2.553
S  -2.840  2.404  1.074
O  2.142  -0.929  1.325
O  0.697  0.812  1.264
O  -0.474  5.117  2.732
O  -0.246  2.928  2.331
N  -4.032  1.589  2.032
N  -5.174  1.180  1.490
N  -5.314  0.507  3.495
N  -5.914  0.538  2.323
C  -0.212  -1.488  1.285
C  0.169  1.799  -2.882
C  1.992  1.296  3.380
C  -2.441  4.039  1.807
C  0.747  -9.179  -2.164
C  -5.431  6.968  1.936
C  1.111  3.106  1.843
C  1.677  -5.453  -4.386
C  5.769  -2.236  -1.496
C  -0.954  4.106  2.325
C  1.067  -8.094  -1.169
C  -4.049  1.210  3.346
C  -4.888  7.720  0.749
C  1.733  1.647  1.846
C  4.839  -0.370  -6.833
C  -5.833  2.017  7.082
C  1.021  -0.515  1.310
C  2.246  -4.470  -5.374
C  5.628  -1.181  -0.432
C  4.287  -1.759  -6.647
C  1.245  0.995  -2.203
C  -4.490  1.981  7.766
H  0.938  -10.180  -1.785
H  1.157  -6.284  -4.855
H  -2.217  -1.899  2.950
H  1.122  3.423  0.763
H  2.461  -5.842  -3.738
H  4.429  0.309  -6.085
H  3.198  -1.733  -6.574
H  0.550  2.494  -3.626
H  -0.291  -9.109  -2.486
H  2.125  2.284  3.897
H  -4.712  8.764  1.006
H  6.686  -2.147  -2.074
H  -3.234  1.397  4.065
H  -6.594  1.437  7.600
H  -4.505  2.577  8.678
H  2.695  1.600  1.290
H  3.113  -4.895  -5.880
H  6.314  -1.370  0.392
H  0.323  -8.074  -0.373
H  1.707  3.816  2.452
H  -0.566  1.143  -3.347
H  1.099  0.815  3.844
H  -5.349  1.353  0.494
H  0.904  0.512  -1.291
H  0.084  -2.547  1.412
H  2.523  -3.522  -4.921
H  -6.278  7.497  2.371
H  4.614  -1.100  -0.043
H  1.136  -7.107  -1.619
H  -4.686  6.789  2.707
H  2.935  0.729  3.538
H  -6.179  3.046  6.972
H  4.653  0.035  -7.825
H  4.693  -2.266  -5.774
H  -3.174  4.353  2.583
H  -0.698  -1.318  0.285
H  -2.485  4.785  0.963
H  -3.675  2.324  7.130
H  1.648  0.242  -2.880
H  5.718  -3.233  -1.057
H  -5.532  7.670  -0.126

Forces on the atoms, in the same order (eV/Å):
Br 0.1 -0.1 0.1
Br 0.0 0.0 -0.1
Br 0.0 -0.2 0.1
Br 0.0 0.2 -0.1
Br 0.0 0.0 0.1
Br 0.1 0.0 -0.1
Br -0.1 0.0 0.0
Br 0.0 -0.1 0.0
Br -0.1 0.0 -0.1
Br -0.1 0.3 -0.2
Br 0.0 0.1 -0.1
Br -0.2 0.0 0.1
Br -2.1 2.3 7.7
Br 0.0 0.1 0.1
S -0.2 0.2 0.4
S 0.4 0.0 -0.7
O 0.1 0.1 0.1
O 0.6 -1.2 0.4
O -0.5 0.5 -0.5
O -0.7 1.2 -1.0
N 0.9 0.3 3.2
N 0.2 0.5 -0.8
N 4.1 -0.7 -7.2
N 0.3 -0.6 0.9
C -0.4 1.0 -0.9
C -0.1 -0.3 0.0
C 0.1 0.7 -0.4
C 0.6 0.0 0.2
C -0.1 0.1 -0.2
C -0.2 0.1 0.0
C 1.1 -1.4 -1.4
C 0.2 0.1 0.2
C -0.1 -0.2 0.1
C 0.1 -0.9 0.9
C 0.1 -0.1 0.3
C -2.1 -1.3 -3.3
C 0.2 0.0 0.1
C -0.1 1.4 2.1
C 0.2 0.1 0.3
C -0.2 0.6 -0.3
C -0.7 -0.6 -0.1
C 0.0 -0.1 -0.3
C 0.2 0.2 0.1
C -0.2 -0.1 -0.2
C 0.4 0.0 -0.1
C -0.1 -0.1 0.3
H 0.0 0.1 0.0
H 0.0 0.1 0.0
H 0.8 0.0 -0.6
H -0.5 0.1 1.0
H 0.0 0.0 -0.1
H 0.0 -0.1 0.0
H 0.0 0.1 0.0
H 0.0 0.0 0.1
H 0.0 0.0 0.1
H -0.1 -1.0 -0.3
H 0.0 -0.1 0.0
H -0.1 0.1 0.0
H -0.7 -0.3 -0.6
H 0.1 0.0 0.0
H 0.0 0.0 -0.1
H -0.9 0.1 0.1
H 0.0 0.0 0.1
H 0.0 -0.1 -0.1
H 0.0 0.0 -0.1
H -0.5 -0.6 -0.3
H 0.0 0.0 0.1
H 0.8 0.1 -0.4
H -0.3 -0.1 0.5
H 0.0 0.1 -0.1
H 0.0 0.9 0.0
H 0.0 -0.1 0.1
H 0.0 0.0 -0.1
H 0.0 -0.1 -0.1
H 0.0 -0.1 0.0
H 0.0 0.1 -0.1
H -0.9 0.1 -0.2
H 0.0 0.0 0.2
H 0.0 -0.1 0.0
H 0.1 0.1 -0.1
H 0.5 -0.2 -0.6
H 0.4 -0.5 0.8
H -0.2 -0.9 0.8
H -0.1 0.0 0.0
H -0.1 0.0 0.0
H 0.0 0.1 0.0
H 0.0 -0.1 0.1

Values from the calculation:
- HOMO level (eV) = -11.22
- charge = +1
- ΔE to the lowest compared entry with this formula, charge and spin (eV) = 0.000
- HOMO-LUMO gap (eV) = 7.112